Formula: C16H24O5S
Source: the OMol25 dataset
Level of theory: wB97M-V/def2-TZVPD

Its relative energy (zero: lowest compared OMol25 entry of this formula, charge and spin) is 0.000 eV. The HOMO-LUMO gap is 8.8 eV. The structure (SMILES) is CCCCCCCC1=C(CCCS(=O)(=O)O)C(=O)C=CC1=O. The value obtained for the total energy is -1398.4201 Ha. The LUMO energy comes out at -1.218 eV. Its highest occupied orbital energy is -10.064 eV.

Bonds (Å) are listed after each position.
Geometry (Å):
1 C 3.42165 -0.94219 1.85546  C2 1.529, H23 1.093, H24 1.091, H25 1.090
2 C 3.79244 -0.11035 0.62712  C1 1.529, C3 1.542, H26 1.092, H27 1.093
3 C 3.39555 -0.78421 -0.70133  C2 1.542, C4 1.532, H28 1.092, H29 1.093
4 C 2.56748 0.13101 -1.60921  C3 1.532, C5 1.538, H30 1.092, H31 1.093
5 C 1.12764 0.30984 -1.09769  C4 1.538, C6 1.528, H32 1.092, H33 1.094
6 C 0.07544 0.23704 -2.20308  C5 1.528, C7 1.541, H34 1.095, H35 1.085
7 C -1.36591 0.04954 -1.69200  C6 1.541, C8 1.504, H36 1.089, H37 1.097
8 C -1.59972 -1.16368 -0.83448  C7 1.504, C9 1.341, C21 1.499
9 C -2.09997 -1.12697 0.40962  C8 1.341, C10 1.508, C17 1.497
10 C -2.51037 0.09824 1.18653  C9 1.508, C11 1.538, H38 1.094, H39 1.090
11 C -1.43819 1.17915 1.40595  C10 1.538, C12 1.540, H40 1.088, H41 1.087
12 C -2.06493 2.58314 1.32080  C11 1.540, S13 1.762, H42 1.093, H43 1.088
13 S -0.90746 3.89524 1.10973  C12 1.762, O14 1.434, O15 1.422, O16 1.592
14 O -1.63966 5.08488 0.78788  S13 1.434
15 O 0.01941 3.89961 2.18861  S13 1.422
16 O -0.12666 3.44411 -0.20185  S13 1.592, H44 0.971
17 C -2.31476 -2.42228 1.12910  C9 1.497, O18 1.208, C19 1.480
18 O -2.27751 -2.49108 2.33492  C17 1.208
19 C -2.57496 -3.62327 0.30420  C17 1.480, C20 1.323, H45 1.081
20 C -2.08676 -3.65550 -0.92546  C19 1.323, C21 1.483, H46 1.082
21 C -1.29577 -2.50600 -1.42764  C8 1.499, C20 1.483, O22 1.207
22 O -0.45773 -2.67955 -2.27904  C21 1.207
23 H 2.33525 -1.01374 1.94827  C1 1.093
24 H 3.80798 -1.95842 1.76426  C1 1.091
25 H 3.81599 -0.50303 2.77195  C1 1.090
26 H 3.35134 0.88412 0.72619  C2 1.092
27 H 4.87497 0.03919 0.64531  C2 1.093
28 H 4.30428 -1.07391 -1.23302  C3 1.092
29 H 2.83716 -1.69710 -0.47989  C3 1.093
30 H 2.57480 -0.26726 -2.62593  C4 1.092
31 H 3.06645 1.10292 -1.62152  C4 1.093
32 H 1.05961 1.29709 -0.63528  C5 1.092
33 H 0.90492 -0.41037 -0.30504  C5 1.094
34 H 0.08770 1.17907 -2.76144  C6 1.095
35 H 0.32744 -0.54970 -2.90673  C6 1.085
36 H -1.72017 0.95141 -1.19425  C7 1.089
37 H -1.99236 -0.07226 -2.58437  C7 1.097
38 H -3.41383 0.52003 0.73653  C10 1.094
39 H -2.81531 -0.25816 2.17040  C10 1.090
40 H -0.96751 1.06826 2.38078  C11 1.088
41 H -0.65491 1.12156 0.65411  C11 1.087
42 H -2.71426 2.62600 0.44315  C12 1.093
43 H -2.66146 2.80659 2.20323  C12 1.088
44 H -0.66758 3.73500 -0.95419  O16 0.971
45 H -3.15104 -4.42538 0.74418  C19 1.081
46 H -2.22868 -4.50867 -1.57484  C20 1.082

For reference, the Löwdin charges in units of e are: -0.1176, -0.2608, -0.2172, -0.1980, -0.2025, -0.1843, -0.1145, -0.0946, -0.0804, -0.1178, -0.1855, -0.2394, 0.5716, -0.2794, -0.2492, -0.1570, -0.3389, 0.1189, 0.0257, 0.0255, -0.3251, 0.1266, 0.0640, 0.0712, 0.0673, 0.1023, 0.1003, 0.1044, 0.1051, 0.1071, 0.1107, 0.0872, 0.1093, 0.1168, 0.0959, 0.0996, 0.1328, 0.1291, 0.1136, 0.1275, 0.0723, 0.1036, 0.1210, 0.1048, 0.1243, 0.1239